[1]
Entry from the Open Molecules 2025 dataset: a cluster of 13 separate species, C3H31NO13S in total (ωB97M-V/def2-TZVPD).

Geometry as XYZ:
```
49
C3H31NO13S (ωB97M-V/def2-TZVPD)
S -2.785 2.275 0.536
O 3.855 2.093 -1.352
O 2.100 0.266 1.863
O -1.122 -3.557 -2.268
O 1.441 4.217 -0.365
O 2.460 0.109 -0.599
O 0.536 -0.921 3.608
O -0.824 -3.684 0.456
O -3.470 -1.263 0.762
O 2.325 -2.339 1.618
O -1.921 -0.593 2.838
O 1.752 3.061 -2.916
O -4.046 0.271 -1.875
O 1.697 -4.328 -0.259
N 0.193 0.511 -1.424
C -1.280 2.240 -0.503
C -0.290 1.108 -0.162
C 1.370 -0.374 -1.294
H 1.374 -2.259 1.462
H -4.106 0.012 -0.943
H 3.739 2.717 -0.618
H 3.410 1.225 -1.033
H -3.502 -0.653 1.504
H 0.272 1.238 -2.140
H -1.090 -3.862 -0.485
H 2.444 1.142 2.022
H 2.037 -3.735 0.445
H 0.722 -4.193 -0.053
H 2.578 -1.369 1.614
H 0.532 1.591 0.436
H -0.793 3.232 -0.554
H 1.635 3.650 -2.148
H 1.176 -0.454 2.987
H -2.163 0.333 2.671
H 0.973 -1.344 -0.836
H 1.751 -0.522 -2.329
H 1.867 3.339 -0.362
H -1.647 2.227 -1.563
H -0.536 -2.784 -2.263
H -3.181 0.678 -1.933
H -0.701 0.288 0.474
H -1.934 -3.149 -2.615
H 0.870 -1.826 3.496
H -2.787 -0.813 0.216
H 2.400 2.440 -2.507
H 0.582 3.937 0.000
H 2.404 0.055 0.587
H -1.397 -2.914 0.650
H -0.963 -0.527 3.186
```

Output
Energy relative to the best compared isomer or geometry (same formula, charge and spin), eV: 0.0000
Charge: -2
Highest occupied orbital energy, eV: -1.13
Calculated total energy, a.u.: -1564.005259
Lowest unoccupied orbital energy, Ha: 0.1795
Gap between HOMO and LUMO, eV: 6.013

=====

[2]
Entry from the Open Molecules 2025 dataset: an isolated molecule of C5H4 (ωB97M-V/def2-TZVPD).

Geometry as XYZ:
```
9
C5H4 (ωB97M-V/def2-TZVPD)
C -0.359 1.617 1.682
C -0.433 0.676 0.928
C 0.400 -0.659 -1.001
C 1.367 -0.884 -1.680
C -0.690 -0.489 0.026
H 2.141 -0.952 -2.359
H -1.619 -0.359 -0.465
H -0.671 -1.449 0.596
H -0.137 2.500 2.274
```

Output
Energy relative to the best compared isomer or geometry (same formula, charge and spin), eV: 0.5536
Charge: 0
Highest occupied orbital energy, eV: -10.13
Structure (SMILES): C#CCC#C
Calculated total energy, a.u.: -192.773791
Lowest unoccupied orbital energy, Ha: 0.0357
Gap between HOMO and LUMO, eV: 11.100

=====

[3]
Entry from the Open Molecules 2025 dataset: an isolated molecule of N2P2S (ωB97M-V/def2-TZVPD).

Geometry as XYZ:
```
5
N2P2S (ωB97M-V/def2-TZVPD)
S 2.207 -1.042 0.001
P 0.044 1.155 0.002
P -1.972 -1.181 0.000
N 1.309 0.243 -0.002
N -1.401 0.223 0.001
```

Output
Energy relative to the best compared isomer or geometry (same formula, charge and spin), eV: 2.8980
Charge: 0
Highest occupied orbital energy (spin up / spin down), eV: -8.78 / -7.62
Calculated total energy, a.u.: -1190.325516
Lowest unoccupied orbital energy (spin up / spin down), Ha: -0.0515 / -0.0574
Gap between HOMO and LUMO (spin up / spin down), eV: 7.374 / 6.060

=====

[4]
Entry from the Open Molecules 2025 dataset: an isolated molecule of C3HFNP (ωB97M-V/def2-TZVPD).

Geometry as XYZ:
```
7
C3HFNP (ωB97M-V/def2-TZVPD)
P 0.965 -1.882 0.015
F -0.648 -2.082 -0.014
N -2.220 1.817 0.019
C 0.007 0.713 -0.016
C -1.187 1.267 -0.006
C 1.032 -0.102 0.000
H 2.051 0.269 0.001
```

Output
Energy relative to the best compared isomer or geometry (same formula, charge and spin), eV: 0.1521
Charge: 0
Highest occupied orbital energy (spin up / spin down), eV: -9.00 / -8.58
Calculated total energy, a.u.: -610.775376
Lowest unoccupied orbital energy (spin up / spin down), Ha: -0.0804 / -0.0612
Gap between HOMO and LUMO (spin up / spin down), eV: 6.815 / 6.916

=====

[5]
Entry from the Open Molecules 2025 dataset: a structure of composition C23H27BBr18N4O3S (ωB97M-V/def2-TZVPD).

Geometry as XYZ:
```
77
C23H27BBr18N4O3S (ωB97M-V/def2-TZVPD)
Br 5.180 -4.275 -4.470
Br -8.315 -1.743 2.617
Br 8.028 0.317 -1.535
Br -6.924 6.166 4.741
Br 6.584 -2.988 4.896
Br -3.892 5.606 3.924
Br -1.194 -0.613 -5.623
Br 3.880 -1.304 4.551
Br -8.804 1.195 1.486
Br 0.947 0.084 -7.884
Br -11.287 -0.683 2.161
Br 1.605 0.674 -4.822
Br 11.004 -0.585 -2.270
Br 5.349 -1.503 7.445
Br 3.531 -2.465 -2.384
Br 3.259 -5.678 -2.335
Br 10.291 2.512 -2.002
Br -6.199 3.649 2.926
S -3.698 3.324 0.791
O 3.263 0.504 2.917
O 2.327 -1.813 3.148
O -1.473 2.472 -0.606
N -0.240 4.285 -0.692
N 3.623 0.068 -2.624
N -1.403 4.557 0.002
N 4.429 0.156 0.188
C -3.412 -0.912 -0.146
C -2.132 3.503 0.043
C -5.603 4.827 4.331
C 2.811 -0.350 -1.536
C -3.032 -2.393 -0.246
C -0.757 -1.705 -1.296
C 3.200 -0.302 -0.188
C -1.505 -2.634 -0.314
C -0.349 3.043 -1.034
C 1.038 -1.187 0.523
C 9.649 0.765 -2.489
C -9.480 -0.209 2.619
C 5.585 -1.464 5.521
C 4.423 -4.180 -2.697
C 1.490 -0.829 -1.812
C -4.853 -0.626 0.331
C -4.470 1.876 -0.030
C 0.230 0.571 -6.166
C 5.188 0.519 -0.802
C 0.624 -1.236 -0.833
C 4.777 0.476 -2.170
C 2.297 -0.717 0.831
C -4.854 0.778 0.978
B 2.680 -0.647 2.351
H -3.497 -2.872 -1.117
H 1.700 -1.562 3.840
H 2.669 1.250 2.740
H 0.442 2.580 -1.609
H 0.359 -1.483 1.313
H 5.497 0.815 -2.913
H -5.131 -1.360 1.091
H -1.317 -0.805 -1.567
H -3.771 1.546 -0.800
H 9.399 0.797 -3.540
H -5.343 2.273 -0.557
H -4.150 0.829 1.813
H 6.194 0.906 -0.560
H -9.496 0.178 3.628
H -0.199 1.558 -6.268
H -3.404 -2.943 0.630
H -2.653 -0.407 0.470
H 6.181 -0.587 5.303
H -1.366 -3.658 -0.682
H -0.611 -2.271 -2.223
H 5.246 -4.244 -1.998
H -5.874 0.985 1.315
H -5.477 4.222 5.218
H -1.111 -2.631 0.704
H -5.521 -0.614 -0.534
H 1.160 -0.850 -2.841
H -3.332 -0.505 -1.162
```

Output
Energy relative to the best compared isomer or geometry (same formula, charge and spin), eV: 0.0000
Charge: 0
Highest occupied orbital energy, eV: -9.06
Calculated total energy, a.u.: -48092.508466
Lowest unoccupied orbital energy, Ha: -0.0340
Gap between HOMO and LUMO, eV: 8.137

=====

[6]
Entry from the Open Molecules 2025 dataset: a cluster of 3 separate species, C25H53BrClN8O5P2 in total (ωB97M-V/def2-TZVPD).

Geometry as XYZ:
```
95
C25H53BrClN8O5P2 (ωB97M-V/def2-TZVPD)
Br 0.679 0.684 -3.767
Cl -1.099 -1.590 3.719
P 2.394 -0.919 -8.738
P -1.127 0.977 8.077
O 3.391 -3.460 -1.144
O -0.119 1.660 7.166
O -1.457 -2.198 1.226
O 3.771 -0.321 -8.526
O -3.662 1.806 -1.235
N 1.532 0.538 -8.370
N -0.845 1.920 9.481
N -0.371 -0.578 8.016
N -2.496 0.242 8.822
N 0.900 -1.780 -8.669
N 2.567 -1.318 -10.395
N 0.166 0.317 -0.987
N -1.854 3.103 1.600
C 0.699 1.286 -9.285
C 3.518 -2.380 -10.694
C -2.254 2.068 2.216
C 3.138 -2.094 -0.878
C 0.153 -2.385 -9.755
C -0.938 -1.402 1.945
C -2.420 1.292 -1.125
C 0.064 1.682 10.580
C -1.891 0.835 0.091
C -3.121 -0.882 8.126
C -2.791 0.929 1.318
C -1.254 3.314 9.398
C 0.221 -1.283 9.132
C 0.106 -1.655 -7.449
C -1.607 1.237 -2.265
C 2.231 -0.542 -11.567
C -2.180 1.958 3.745
C 1.554 -0.187 -0.887
C -0.340 0.747 -2.149
C 2.206 1.470 -7.470
C 0.401 -0.863 6.811
C -0.607 0.337 0.131
C -0.133 -0.171 1.471
C -2.960 0.372 10.190
C 1.632 -1.721 -1.056
H -0.419 1.968 11.522
H -0.940 3.885 10.271
H 0.775 -3.011 -10.391
H 0.508 -1.943 6.665
H 0.996 2.252 10.482
H -0.103 -0.481 5.927
H 0.737 -1.404 -6.597
H -0.346 -1.631 -10.369
H 2.941 2.088 -7.997
H -2.932 -0.023 1.842
H 3.729 -3.494 -2.044
H -3.544 2.701 -1.591
H -0.833 3.808 8.515
H -3.025 1.408 10.513
H 0.375 -2.336 8.877
H 0.918 -0.475 1.515
H 3.671 -2.502 -11.765
H 2.716 0.939 -6.667
H -2.324 -0.183 10.886
H 3.104 -0.036 -11.998
H 3.492 -1.760 0.108
H -2.348 3.390 9.340
H 0.001 0.643 -9.824
H 1.295 1.869 -9.998
H -2.645 1.037 4.119
H 1.198 -0.867 9.406
H 1.350 -2.029 -2.072
H -1.124 1.996 4.060
H 1.404 -0.423 6.856
H -2.654 2.848 4.183
H 1.056 -2.261 -0.290
H 0.326 0.638 10.714
H -0.435 -1.296 10.003
H 2.032 0.151 0.039
H -3.976 -0.018 10.292
H -1.497 3.797 2.259
H 4.497 -2.184 -10.244
H -2.928 -0.834 7.055
H 3.153 -3.342 -10.308
H 1.801 -1.200 -12.332
H 1.479 2.136 -6.992
H -0.268 0.601 2.244
H 0.068 1.991 -8.734
H -2.743 -1.838 8.501
H -1.997 1.592 -3.216
H -0.658 -0.877 -7.553
H -0.393 -2.596 -7.201
H -4.207 -0.870 8.247
H -3.787 1.256 0.985
H 1.466 0.208 -11.392
H 2.179 0.232 -1.686
H 3.679 -1.508 -1.647
H -0.618 -3.057 -9.367
```

Output
Charge: +1
Highest occupied orbital energy, eV: -9.51
Calculated total energy, a.u.: -5515.154796
Lowest unoccupied orbital energy, Ha: -0.1386
Gap between HOMO and LUMO, eV: 5.741

=====

Strongest force on any atom for every record listed, in sequence, given in eV/Å: 2.03 2.37 1.10 1.05 6.49 6.93.